# 1
2 unconnected molecules or ions with the total composition C3H9NO at a distorted geometry, computed with ωB97M-V/def2-TZVPD.

Structure (ORCA input):
```
! RIJCOSX wB97M-V def2-TZVPD def2/J DEFGRID3
* xyz 0 1
C 1.15092 2.43981 -2.07648
H 0.26351 3.17579 -0.25156
C -0.26892 -2.32529 2.32680
H -0.69674 -2.71561 3.21896
H 1.27391 3.53930 -2.27107
C 0.28447 2.17844 -0.91182
H 0.84331 1.90131 -3.02764
H -0.27795 -3.92513 1.08213
N -0.67114 -2.99465 0.96804
H 0.83704 -2.37971 2.46461
H 2.21385 2.01132 -1.90292
H -0.76939 -1.23170 2.45935
H -1.71894 -3.09607 0.96222
O -0.53367 1.24067 -0.69267
*
```

As for the gap between HOMO and LUMO: 10.4 eV. As for the highest occupied orbital energy: -9.394 eV. The value obtained for the maximum force is 4.9 eV Å⁻¹. Its SMILES is CC=O.CN. For the total energy, the calculation gives -6792.5606 eV.

Here are the Mulliken charges for atoms 1 to 6, given in e: -0.75 0.19 -0.68 0.29 0.28 0.27



# 2
A single C3H9NO molecule at a distorted geometry, computed with ωB97M-V/def2-TZVPD.

Structure (ORCA input):
```
! RIJCOSX wB97M-V def2-TZVPD def2/J DEFGRID3
* xyz 0 1
C -0.24648 -1.32015 0.35578
H -0.79019 0.57817 1.06582
H 1.05018 0.28626 0.87767
O 0.18270 -1.94701 1.52988
H -0.62713 0.19739 -1.61582
H 0.76587 -1.38604 2.03753
C 0.04502 0.77393 -0.98217
H 0.98558 0.50758 -1.48485
H -1.30704 -1.56200 0.25126
N -0.13038 2.17872 -1.34444
H -0.72755 2.72359 -0.72063
C 0.06123 0.23881 0.42619
H 0.20141 -1.54441 -0.61880
H 0.72354 2.74068 -1.22562
*
```

As for the gap between HOMO and LUMO: 10.5 eV. As for the highest occupied orbital energy: -9.529 eV. The value obtained for the maximum force is 2.7 eV Å⁻¹. Its SMILES is NCCCO. For the total energy, the calculation gives -6793.4528 eV.

Here are the Mulliken charges for atoms 1 to 6, given in e: -0.39 0.24 0.34 -0.50 0.38 0.32



ΔE to the lowest compared entry with this formula, charge and spin list, top to bottom, in kcal per mole: 57.5 37.0